# 1
A 3-piece molecular cluster, C42H87BrN3O7PSSi overall. Source: OMol25; level of theory: ωB97M-V/def2-TZVPD.

Element x y z (Å)
C  3.199  -2.598  1.332
C  1.839  -2.448  2.008
C  0.668  -2.355  1.008
C  -0.388  -1.290  1.376
C  -0.341  0.178  0.825
C  1.159  0.525  0.605
C  1.631  1.897  0.092
C  2.110  2.829  1.209
N  2.046  4.229  0.771
C  -1.252  0.227  -0.476
C  -0.652  -0.536  -1.687
Br  0.505  0.433  -2.917
C  -1.641  -1.383  -2.496
C  -2.604  -0.666  -3.442
S  -2.089  1.783  -0.904
O  -1.223  2.674  -1.608
O  -3.371  1.449  -1.427
O  -2.393  2.428  0.516
C  -1.250  2.478  1.405
C  -1.424  3.574  2.451
C  -2.206  4.768  1.934
O  -2.347  5.679  3.017
Si  -3.163  7.110  2.820
C  -2.432  8.365  3.978
C  -3.050  7.738  1.062
C  -4.971  6.856  3.223
C  -1.020  1.056  1.950
O  -0.034  1.213  2.972
C  -0.320  1.090  4.353
C  0.703  1.918  5.125
P  -2.763  0.271  2.265
C  -2.647  -1.003  3.594
C  -3.852  1.472  3.141
C  -5.272  0.866  3.227
H  3.339  -1.825  0.574
H  4.010  -2.524  2.058
H  3.292  -3.573  0.848
H  1.675  -3.294  2.682
H  1.853  -1.553  2.636
H  1.087  -2.239  0.011
H  0.152  -3.320  1.004
H  -1.386  -1.700  1.190
H  -0.307  -1.194  2.462
H  1.551  -0.221  -0.083
H  1.666  0.337  1.554
H  2.474  1.726  -0.584
H  0.892  2.403  -0.523
H  3.127  2.519  1.489
H  1.500  2.713  2.105
H  2.791  4.416  0.108
H  2.231  4.840  1.560
H  -2.130  -0.367  -0.213
H  0.026  -1.240  -1.233
H  -1.019  -2.063  -3.082
H  -2.202  -1.994  -1.780
H  -2.168  0.246  -3.852
H  -2.853  -1.322  -4.276
H  -3.534  -0.400  -2.947
H  -0.406  2.784  0.794
H  -1.881  3.222  3.373
H  -0.427  3.933  2.711
H  -3.186  4.463  1.553
H  -1.656  5.233  1.109
H  -2.394  7.986  5.002
H  -3.047  9.269  3.973
H  -1.417  8.640  3.683
H  -2.021  7.943  0.759
H  -3.465  7.013  0.357
H  -3.633  8.658  0.987
H  -5.582  7.609  2.718
H  -5.309  5.877  2.871
H  -5.168  6.903  4.295
H  -1.329  1.436  4.575
H  -0.260  0.039  4.651
H  1.127  1.355  5.956
H  0.267  2.835  5.520
H  1.520  2.200  4.458
H  -3.653  -1.429  3.644
H  -1.978  -1.808  3.300
H  -2.410  -0.629  4.586
H  -3.895  2.396  2.573
H  -3.488  1.692  4.146
H  -5.592  0.744  4.262
H  -5.995  1.510  2.726
H  -5.342  -0.110  2.740
C  5.616  0.818  -6.472
C  4.664  0.900  -7.683
C  4.822  2.230  -8.431
C  4.241  3.430  -7.688
C  2.784  3.179  -7.304
C  2.589  1.885  -6.508
N  3.229  0.759  -7.266
O  2.480  0.290  -8.186
C  3.167  2.034  -5.095
C  1.107  1.574  -6.352
C  5.000  -0.253  -8.621
H  6.476  0.198  -6.723
H  5.996  1.793  -6.168
H  5.132  0.359  -5.614
H  4.322  2.141  -9.400
H  5.885  2.380  -8.634
H  4.837  3.660  -6.801
H  4.300  4.311  -8.329
H  2.393  4.009  -6.711
H  2.179  3.123  -8.214
H  3.139  1.080  -4.565
H  2.549  2.744  -4.542
H  4.186  2.408  -5.075
H  0.591  1.545  -7.309
H  0.650  2.350  -5.736
H  0.961  0.614  -5.858
H  4.824  -1.213  -8.134
H  6.057  -0.184  -8.885
H  4.409  -0.220  -9.532
C  -0.761  -5.152  3.875
C  -1.412  -5.883  2.681
C  -2.238  -7.088  3.145
C  -1.391  -8.269  3.612
C  -0.374  -8.666  2.544
C  0.511  -7.499  2.093
N  -0.380  -6.356  1.700
O  -0.826  -6.455  0.509
C  1.493  -7.110  3.203
C  1.333  -7.896  0.874
C  -2.313  -4.885  1.967
H  -1.332  -4.255  4.113
H  -0.726  -5.763  4.777
H  0.253  -4.832  3.643
H  -2.868  -7.414  2.313
H  -2.908  -6.755  3.941
H  -0.886  -8.035  4.553
H  -2.045  -9.117  3.822
H  0.274  -9.467  2.908
H  -0.906  -9.058  1.671
H  2.042  -6.207  2.933
H  2.215  -7.919  3.322
H  1.024  -6.952  4.169
H  0.708  -8.270  0.069
H  2.034  -8.680  1.168
H  1.903  -7.045  0.498
H  -1.721  -4.059  1.568
H  -3.029  -4.481  2.686
H  -2.868  -5.333  1.148

* lowest unoccupied orbital energy (spin up / spin down): 0.45 / 0.41 eV
* calculated total energy: -5946.41478 hartree
* multiplicity: 3
* Kohn-Sham gap (spin up / spin down): 8.253 / 8.846 eV


# 2
An isolated ion of composition CH5N8 and charge +1. Source: OMol25; level of theory: ωB97M-V/def2-TZVPD.

Element x y z (Å)
C  -0.880  -0.191  -0.205
N  2.505  0.190  -0.724
N  2.223  -0.908  -0.121
N  2.126  1.264  -0.202
N  1.250  -1.161  0.568
N  1.095  1.075  0.619
N  0.333  -0.039  0.376
N  -1.307  -1.459  -0.215
N  -1.697  0.844  -0.465
H  1.143  1.567  1.549
H  -0.589  -2.117  -0.090
H  -2.348  -1.498  -0.262
H  -1.195  1.790  -0.296
H  -2.659  0.640  -0.532

* charge: +1
* SMILES string: NC(=[NH2+])N1N=NN=NN1
* lowest unoccupied orbital energy: -5.24 eV
* ΔE to the lowest compared entry with this formula, charge and spin: 2.468 eV
* calculated total energy: -478.70507 hartree
* Kohn-Sham gap: 9.258 eV


# 3
C21H35N5O5PS5Tm as an isolated structure. Source: OMol25; level of theory: ωB97M-V/def2-TZVPD.

Element x y z (Å)
Tm  0.233  -0.041  0.597
C  3.365  -1.587  1.019
N  2.823  -0.212  0.934
C  3.504  0.446  -0.203
C  3.230  0.439  2.195
C  2.470  1.698  2.493
N  1.047  1.437  2.743
C  0.952  0.753  4.066
C  0.330  2.737  2.939
H  4.425  -1.557  1.231
H  3.207  -2.086  0.072
H  2.845  -2.140  1.786
H  4.578  0.394  -0.056
H  3.213  1.506  -0.253
H  3.243  -0.023  -1.144
H  4.314  0.641  2.158
H  3.086  -0.250  3.019
H  2.566  2.371  1.650
H  2.912  2.187  3.373
H  1.563  1.245  4.847
H  1.248  -0.292  3.978
H  -0.089  0.769  4.393
H  0.838  3.319  3.724
H  -0.711  2.540  3.204
H  0.299  3.299  2.011
O  -3.447  -0.853  6.530
C  -2.926  -0.741  5.446
S  -3.188  0.596  4.294
C  -2.132  -0.031  3.000
C  -1.457  -1.162  3.279
S  -0.221  -2.015  2.309
S  -1.713  -1.897  4.874
S  -2.008  0.938  1.549
O  -0.866  0.581  -1.416
C  -1.671  -0.384  -1.482
O  -1.630  -1.267  -0.598
C  -2.646  -0.487  -2.635
C  -2.438  0.177  -3.833
C  -3.357  0.066  -4.868
C  -4.518  -0.664  -4.647
C  -4.738  -1.348  -3.465
C  -3.792  -1.243  -2.449
N  -5.562  -0.740  -5.685
O  -6.578  -1.378  -5.475
O  -5.365  -0.161  -6.729
H  -1.539  0.765  -4.015
H  -3.208  0.602  -5.777
H  -5.669  -1.914  -3.369
H  -3.938  -1.711  -1.472
C  -0.930  3.660  -0.806
P  0.673  2.770  -0.658
C  1.742  4.174  -0.170
C  1.121  2.687  -2.409
H  -0.763  4.585  -1.305
H  -1.302  3.883  0.200
H  -1.683  3.068  -1.325
H  1.573  5.019  -0.823
H  2.797  3.898  -0.240
H  1.562  4.498  0.842
H  0.913  3.640  -2.896
H  0.530  1.903  -2.859
H  2.181  2.449  -2.552
C  1.557  -5.824  -0.826
N  1.736  -4.428  -1.117
C  0.833  -3.452  -1.010
N  -0.337  -3.724  -0.453
S  1.255  -1.910  -1.681
H  2.224  -6.383  -1.463
H  0.544  -6.148  -1.062
H  1.745  -6.055  0.219
H  2.600  -4.153  -1.528
H  -0.467  -4.536  0.145
H  -0.988  -2.940  -0.361

* lowest unoccupied orbital energy (spin up / spin down): -0.52 / -0.52 eV
* ΔE to the lowest compared entry with this formula, charge and spin: 0.068 eV
* calculated total energy: -4888.80297 hartree
* multiplicity: 3
* Kohn-Sham gap (spin up / spin down): 6.164 / 6.169 eV


# 4
C24H26N4OOsPSSe2 as an isolated structure. Source: OMol25; level of theory: ωB97M-V/def2-TZVPD.

Element x y z (Å)
Os  0.436  1.312  -0.310
C  -5.415  -0.026  -1.916
C  -4.917  0.434  -0.549
N  -3.909  1.470  -0.625
C  -2.612  1.186  -0.761
S  -1.461  2.541  -0.668
N  -2.181  -0.014  -0.914
N  -0.863  -0.274  -0.892
C  -0.574  -1.543  -1.275
C  -1.659  -2.335  -1.944
C  0.633  -2.169  -0.960
C  0.848  -3.566  -1.083
C  1.869  -4.176  -0.420
C  2.715  -3.410  0.424
C  2.600  -2.059  0.409
N  1.655  -1.431  -0.348
H  -6.028  -0.910  -1.792
H  -4.578  -0.275  -2.559
H  -6.010  0.741  -2.400
H  -4.459  -0.411  -0.033
H  -5.741  0.817  0.051
H  -4.185  2.437  -0.662
H  -2.377  -1.659  -2.400
H  -2.195  -2.939  -1.211
H  -1.240  -2.984  -2.707
H  0.167  -4.153  -1.676
H  2.026  -5.238  -0.519
H  3.457  -3.892  1.039
H  3.265  -1.396  0.941
Se  -0.001  0.493  2.410
P  0.823  2.517  2.631
Se  1.311  3.458  0.662
C  -0.424  3.562  3.451
C  -1.711  3.579  2.923
C  -2.677  4.370  3.514
C  -2.360  5.138  4.624
C  -1.078  5.111  5.150
C  -0.103  4.322  4.566
C  2.369  2.556  3.581
C  2.877  1.405  4.164
C  4.109  1.452  4.792
C  4.820  2.640  4.840
C  4.305  3.791  4.261
C  3.084  3.750  3.616
H  -1.950  2.977  2.054
H  -3.677  4.392  3.107
H  -3.112  5.766  5.076
H  -0.832  5.710  6.015
H  0.897  4.294  4.971
H  2.316  0.480  4.112
H  4.519  0.559  5.239
H  5.785  2.669  5.321
H  4.862  4.715  4.302
H  2.689  4.627  3.117
C  2.281  -0.026  -2.278
C  1.905  -0.088  -0.806
O  2.371  0.742  0.023
H  3.190  -0.611  -2.427
H  2.490  1.006  -2.562
H  1.500  -0.440  -2.917

* charge: +1
* lowest unoccupied orbital energy (spin up / spin down): -2.75 / -5.07 eV
* ΔE to the lowest compared entry with this formula, charge and spin: 1.344 eV
* calculated total energy: -6857.25559 hartree
* multiplicity: 5
* Kohn-Sham gap (spin up / spin down): 6.591 / 5.827 eV


# 5
C40H49Br2N8O8RbSSi as an isolated structure. Source: OMol25; level of theory: ωB97M-V/def2-TZVPD.

Element x y z (Å)
Rb  1.385  -0.985  0.564
O  2.982  1.857  6.894
C  2.632  1.364  5.659
C  2.242  2.203  4.629
C  1.910  1.633  3.409
N  1.934  0.319  3.203
C  2.307  -0.485  4.201
C  2.677  -0.002  5.449
C  2.317  -2.012  3.937
O  2.913  -2.698  4.786
O  1.711  -2.382  2.902
C  1.498  2.544  2.239
O  1.509  3.774  2.474
O  1.192  1.978  1.163
H  2.904  2.812  6.850
H  2.197  3.282  4.726
H  2.992  -0.698  6.214
N  1.394  -8.496  1.512
C  1.604  -7.351  0.717
C  1.602  -7.449  -0.672
C  1.842  -6.326  -1.452
C  2.095  -5.108  -0.846
C  2.103  -5.000  0.543
C  1.862  -6.119  1.316
S  2.312  -3.645  -1.822
O  3.359  -2.875  -1.151
O  2.616  -4.050  -3.174
N  0.997  -2.807  -1.585
C  -0.224  -3.193  -1.986
N  -0.424  -4.300  -2.737
C  -1.678  -4.628  -2.997
C  -2.770  -3.906  -2.547
C  -2.461  -2.768  -1.809
N  -1.229  -2.387  -1.542
H  0.769  -9.160  1.085
H  1.079  -8.266  2.443
H  1.410  -8.408  -1.143
H  1.825  -6.380  -2.532
H  2.287  -4.052  1.035
H  1.867  -6.025  2.397
H  -1.818  -5.524  -3.598
H  -3.787  -4.204  -2.756
H  -3.251  -2.133  -1.411
N  5.356  -2.237  -3.034
C  4.953  -1.431  -4.041
O  5.537  -1.347  -5.116
C  3.716  -0.632  -3.762
C  2.849  -0.341  -4.801
C  1.687  0.354  -4.521
C  1.447  0.741  -3.209
N  2.284  0.501  -2.204
C  3.397  -0.172  -2.488
H  6.111  -2.864  -3.254
H  4.686  -2.524  -2.325
H  3.093  -0.678  -5.800
H  0.965  0.583  -5.295
H  0.542  1.277  -2.955
H  4.075  -0.344  -1.661
C  -3.880  3.353  -1.629
C  -3.201  2.031  -1.242
C  -1.751  2.034  -1.750
C  -3.912  0.892  -1.988
Si  -3.229  1.756  0.658
Br  -1.824  0.056  1.071
C  -2.592  3.267  1.644
C  -2.034  2.832  3.010
C  -3.703  4.306  1.863
C  -1.428  3.954  0.908
C  -4.941  1.120  1.286
C  -4.982  1.144  2.823
C  -6.093  1.985  0.754
C  -5.206  -0.337  0.872
H  -3.876  3.449  -2.721
H  -3.356  4.220  -1.225
H  -4.921  3.401  -1.299
H  -1.762  2.238  -2.828
H  -1.293  1.057  -1.595
H  -1.111  2.773  -1.271
H  -3.768  1.033  -3.065
H  -4.989  0.870  -1.802
H  -3.484  -0.079  -1.730
H  -2.756  2.294  3.627
H  -1.717  3.726  3.558
H  -1.153  2.199  2.886
H  -4.510  3.938  2.501
H  -4.143  4.647  0.921
H  -3.268  5.183  2.356
H  -0.605  3.268  0.696
H  -1.011  4.732  1.556
H  -1.748  4.433  -0.020
H  -4.916  2.153  3.232
H  -4.171  0.548  3.249
H  -5.930  0.709  3.161
H  -5.966  3.044  0.993
H  -7.034  1.652  1.208
H  -6.202  1.894  -0.329
H  -4.458  -1.009  1.290
H  -5.219  -0.479  -0.209
H  -6.187  -0.639  1.258
Br  3.137  6.535  -1.418
C  3.851  4.778  -1.247
C  4.951  4.424  -2.013
C  5.445  3.140  -1.851
N  4.922  2.243  -1.018
C  3.855  2.611  -0.313
C  3.275  3.879  -0.380
H  5.405  5.116  -2.708
H  6.305  2.817  -2.430
H  3.381  1.874  0.332
H  2.421  4.105  0.246

* charge: -2
* lowest unoccupied orbital energy: 3.61 eV
* ΔE to the lowest compared entry with this formula, charge and spin: 0.000 eV
* calculated total energy: -8453.74697 hartree
* Kohn-Sham gap: 7.118 eV


# 6
One molecule with the formula C4H9NS. Source: OMol25; level of theory: ωB97M-V/def2-TZVPD.

Element x y z (Å)
C  -1.314  -0.666  0.270
C  -0.086  -0.207  0.390
C  0.141  1.770  -1.438
C  0.227  1.531  0.047
N  0.605  -2.637  1.137
S  1.327  -1.105  0.868
H  -1.545  -1.701  0.461
H  -2.124  -0.025  -0.025
H  -0.847  1.514  -1.814
H  0.879  1.176  -1.971
H  0.329  2.822  -1.649
H  1.220  1.718  0.446
H  -0.530  2.059  0.614
H  1.034  -3.343  0.551
H  0.683  -2.907  2.111

* SMILES string: C=C(CC)SN
* lowest unoccupied orbital energy: 0.74 eV
* ΔE to the lowest compared entry with this formula, charge and spin: 1.629 eV
* calculated total energy: -610.69383 hartree
* Kohn-Sham gap: 8.941 eV


# 7
One molecule with the formula C3H5NO2S. Source: OMol25; level of theory: ωB97M-V/def2-TZVPD.

Element x y z (Å)
C  -0.420  -0.698  1.429
C  0.882  -0.056  0.893
C  -0.175  1.146  -2.022
H  -1.088  -1.200  -0.332
H  -1.203  0.025  1.705
H  -0.141  -1.177  2.388
H  -0.845  1.017  -2.948
H  0.701  2.000  -2.052
N  -0.175  0.232  -1.056
O  -0.808  -1.644  0.535
O  1.047  0.487  -0.335
S  2.226  -0.132  1.796

* SMILES string: C=NOC(=S)CO
* lowest unoccupied orbital energy: -0.15 eV
* ΔE to the lowest compared entry with this formula, charge and spin: 3.950 eV
* calculated total energy: -720.60132 hartree
* Kohn-Sham gap: 8.496 eV


# 8
One molecule with the formula C5H8N2. Source: OMol25; level of theory: ωB97M-V/def2-TZVPD.

Element x y z (Å)
C  1.673  0.976  -1.705
N  0.912  0.284  -0.689
C  -0.435  0.143  -0.601
C  -0.699  -0.473  0.605
C  -1.985  -0.673  1.348
C  0.584  -0.694  1.146
N  1.550  -0.226  0.370
H  2.115  0.274  -2.417
H  2.469  1.534  -1.208
H  1.021  1.676  -2.232
H  -1.078  0.475  -1.408
H  -2.284  -1.723  1.443
H  -2.810  -0.118  0.894
H  -1.852  -0.283  2.364
H  0.819  -1.172  2.090

* SMILES string: Cc1cnn(C)c1
* lowest unoccupied orbital energy: 1.00 eV
* ΔE to the lowest compared entry with this formula, charge and spin: 0.628 eV
* calculated total energy: -304.81241 hartree
* Kohn-Sham gap: 9.812 eV


# 9
A 2-piece molecular cluster, CH3IO2S overall. Source: OMol25; level of theory: ωB97M-V/def2-TZVPD.

Element x y z (Å)
C  1.040  0.003  -0.522
O  0.052  -0.903  -0.042
O  -1.144  -0.969  -0.657
S  -2.633  0.860  0.718
I  -1.177  0.289  2.426
H  0.665  1.119  -0.416
H  1.309  -0.253  -1.663
H  1.888  -0.147  0.156

* lowest unoccupied orbital energy (spin up / spin down): -2.83 / -2.83 eV
* ΔE to the lowest compared entry with this formula, charge and spin: 5.254 eV
* calculated total energy: -886.03601 hartree
* Kohn-Sham gap (spin up / spin down): 6.056 / 6.090 eV